(1)
# C4H9NO

A cluster of 2 separate species, C4H9NO in total (ωB97M-V/def2-TZVPD, the Open Molecules 2025 dataset).

Structure (XYZ):
```
15
Properties=species:S:1:pos:R:3
C 0.059 -3.649 -0.097
C 0.494 -2.505 0.451
N -0.288 -1.361 0.627
H -0.949 -4.001 0.088
H 0.707 -4.234 -0.730
H 1.534 -2.277 0.665
H -1.268 -1.523 0.456
H 0.069 -0.725 1.323
C -0.080 3.923 -0.441
C -0.162 2.638 -0.148
O 0.753 1.712 -0.549
H -0.898 4.568 -0.157
H 0.771 4.390 -0.914
H -1.110 2.203 0.136
H 0.368 0.840 -0.710
```

For the energy above the lowest of the compared OMol25 structures with the same formula, charge and spin, the calculation gives 287.2 kJ/mol. Its frontier orbital gap is 9.11 eV. Its SMILES is C=CN.C=CO.

---

(2)
# C26H46F3N3O28S4

A structure of composition C26H46F3N3O28S4 (ωB97M-V/def2-TZVPD, the Open Molecules 2025 dataset).

Structure (XYZ):
```
110
Properties=species:S:1:pos:R:3
C -12.163 -33.176 -13.329
C -13.222 -33.095 -12.234
O -13.471 -32.020 -11.693
N -13.723 -34.266 -11.813
C -14.614 -34.434 -10.678
H -11.511 -32.318 -13.202
H -12.656 -33.138 -14.302
H -11.600 -34.103 -13.254
H -13.698 -35.060 -12.434
H -14.792 -35.442 -10.314
H -15.614 -34.076 -10.951
H -14.275 -33.787 -9.874
C -5.229 -29.005 -2.378
C -6.476 -29.485 -3.085
O -6.880 -30.626 -2.979
N -7.003 -28.592 -3.965
C -8.011 -28.972 -4.930
H -4.423 -28.701 -3.049
H -4.877 -29.775 -1.699
H -5.419 -28.079 -1.822
H -6.597 -27.678 -4.046
H -9.033 -28.944 -4.537
H -7.831 -30.007 -5.215
H -8.023 -28.323 -5.803
C -7.301 -30.496 -9.826
C -7.715 -31.943 -9.937
O -8.764 -32.376 -9.488
N -6.793 -32.742 -10.526
C -7.066 -34.143 -10.783
H -7.839 -30.018 -9.003
H -7.604 -29.827 -10.634
H -6.236 -30.405 -9.615
H -5.852 -32.414 -10.644
H -6.460 -34.520 -11.608
H -8.101 -34.249 -11.100
H -6.831 -34.749 -9.906
C -12.289 -31.631 -8.958
C -11.645 -30.453 -9.650
O -10.635 -30.050 -8.765
C -10.810 -30.678 -7.555
O -10.145 -30.545 -6.587
O -11.954 -31.392 -7.614
F -12.563 -29.455 -9.918
H -12.190 -32.571 -9.501
H -13.378 -31.519 -9.005
H -11.177 -30.677 -10.606
C -10.268 -35.980 -9.200
C -11.082 -35.631 -10.416
O -10.654 -36.566 -11.399
C -10.246 -37.676 -10.719
O -10.083 -38.739 -11.218
O -10.037 -37.400 -9.417
F -10.844 -34.337 -10.768
H -10.851 -35.850 -8.289
H -9.286 -35.531 -9.080
H -12.164 -35.760 -10.395
C -14.213 -29.162 -12.616
C -15.545 -28.631 -13.168
O -15.330 -27.242 -13.216
C -14.033 -26.941 -12.972
O -13.581 -25.843 -12.958
O -13.334 -28.055 -12.669
F -16.611 -28.877 -12.374
H -13.787 -30.053 -13.072
H -14.332 -29.501 -11.579
H -15.704 -29.134 -14.124
C -11.678 -26.616 -10.394
C -11.111 -25.210 -10.343
O -9.753 -25.343 -9.966
S -9.431 -26.818 -9.350
O -9.018 -26.768 -7.998
O -8.630 -27.458 -10.340
O -10.923 -27.342 -9.424
H -11.600 -27.131 -11.353
H -12.741 -26.642 -10.157
H -11.630 -24.621 -9.580
H -11.275 -24.691 -11.286
C -14.067 -34.332 -4.231
C -13.500 -33.000 -4.718
O -14.188 -32.724 -5.931
S -14.317 -34.102 -6.732
O -13.097 -34.230 -7.475
O -15.560 -34.073 -7.421
O -14.365 -35.040 -5.458
H -14.998 -34.151 -3.695
H -13.388 -34.879 -3.584
H -12.427 -33.042 -4.920
H -13.701 -32.201 -4.017
C -12.915 -29.152 -4.921
C -12.138 -29.322 -3.591
O -13.075 -30.109 -2.810
S -14.540 -29.510 -3.036
O -14.597 -28.244 -2.377
O -15.534 -30.484 -2.756
O -14.297 -29.402 -4.621
H -12.613 -29.834 -5.716
H -12.879 -28.145 -5.337
H -11.997 -28.341 -3.144
H -11.292 -29.998 -3.594
C -15.445 -29.971 -9.240
C -16.914 -29.690 -9.601
O -17.615 -29.627 -8.366
S -16.672 -29.647 -7.069
O -16.926 -30.854 -6.367
O -16.749 -28.387 -6.421
O -15.279 -29.745 -7.858
H -14.774 -29.355 -9.839
H -15.156 -30.991 -9.514
H -17.359 -30.491 -10.192
H -17.039 -28.791 -10.206
```

For the energy above the lowest of the compared OMol25 structures with the same formula, charge and spin, the calculation gives 0.0 kJ/mol. Its frontier orbital gap is 9.43 eV.

---

frontier orbital gap of number 1 (C4H9NO)?
9.11 eV